1.
The following is a quantum chemistry calculation of C4H6F2N2P2S as an isolated structure at a distorted geometry, from the OMol25 dataset.

strongest force on any atom: 0.0896 hartree/bohr
total energy: -42071.255 eV
highest occupied orbital energy: -0.3209 Eh
orbital gap: 0.280 hartree

Structure (ORCA input):
```
! RIJCOSX wB97M-V def2-TZVPD def2/J DEFGRID3
* xyz 0 1
C 1.4856 -1.1322 0.1358
C 0.3104 -1.9295 0.0195
C 2.8115 -1.7756 -0.1376
C 0.1376 2.0337 -0.0600
N 1.4600 0.1593 0.1841
N 0.2518 0.6590 0.1600
F -4.7684 -0.5698 -0.5247
F -4.6735 1.4441 0.8116
P -0.8612 -0.6704 -0.2147
P -3.8505 0.7457 -0.3984
S -2.5170 -0.3714 0.9809
H 3.5593 -1.9958 0.6693
H 3.3609 -1.2497 -0.8548
H 2.8346 -2.7059 -0.6616
H 0.3908 2.5468 0.9215
H 0.9194 2.5787 -0.7276
H -0.8512 2.2329 -0.3031
*
```

2.
The following is a quantum chemistry calculation of C10H19N2P as an isolated structure at a distorted geometry, from the OMol25 dataset.

strongest force on any atom: 0.0897 hartree/bohr
total energy: -22927.357 eV
highest occupied orbital energy: -0.5856 Eh
orbital gap: 0.288 hartree

Structure (ORCA input):
```
! RIJCOSX wB97M-V def2-TZVPD def2/J DEFGRID3
* xyz 2 1
C -0.8671 -0.2503 -2.1856
C -1.2060 0.2913 -0.9659
C 0.3135 0.0533 -2.9434
C 0.9376 1.4975 -0.7174
C -0.2422 1.1145 -0.2070
C -1.7538 -1.7837 1.6044
C -0.3246 -1.0331 3.4976
C 2.8327 1.0872 -4.8487
C -0.5659 1.6069 1.1849
C -0.7521 -0.7992 2.0416
N 1.1522 0.8977 -2.4860
N -1.3429 0.6617 2.0294
P 2.5260 1.8828 -3.2479
H -1.5199 -0.9580 -2.4584
H -2.1935 0.2339 -0.4745
H 0.4824 -0.6104 -3.8167
H 1.8546 2.1260 -0.4295
H -2.7125 -1.8449 2.1503
H -1.9945 -1.6435 0.6254
H -1.3965 -2.7900 1.6366
H -1.1187 -1.2865 4.1675
H 0.1011 -0.0611 3.7710
H 0.2979 -1.9114 3.4876
H 3.6221 0.2912 -4.7692
H 3.3548 1.8541 -5.4824
H 1.8347 0.7553 -5.3474
H 0.4158 1.8285 1.7281
H -1.0763 2.5498 1.0932
H 0.1669 -0.7340 1.2592
H -1.4675 0.9613 2.9673
H -2.3310 0.6328 1.6435
H 3.6509 1.3030 -2.4709
*
```

3.
The following is a quantum chemistry calculation of an isolated ion of composition C4H6N3 and charge +1 at a distorted geometry, from the OMol25 dataset.

strongest force on any atom: 0.0797 hartree/bohr
total energy: -8703.885 eV
SMILES: C=C[C@H]1C=[NH+]N=N1
highest occupied orbital energy: -0.5563 Eh
orbital gap: 0.331 hartree

Structure (ORCA input):
```
! RIJCOSX wB97M-V def2-TZVPD def2/J DEFGRID3
* xyz 1 1
C -0.5027 0.9924 -2.0119
C 0.1788 1.2931 -0.9007
C 0.6818 -0.1955 0.1325
C 0.5741 -0.4090 1.5570
N -0.4799 -1.2271 1.6852
N -1.0096 -1.6106 0.5169
N -0.3525 -1.0295 -0.3775
H -0.5307 -0.0609 -2.3588
H -0.9995 1.8231 -2.5950
H 0.4159 2.1216 -0.1778
H 1.6343 -0.1641 -0.3534
H 1.2174 -0.0230 2.3317
H -0.8274 -1.5106 2.5518
*
```

4.
The following is a quantum chemistry calculation of Cl5IMnO20 as an isolated structure at a distorted geometry, from the OMol25 dataset.

strongest force on any atom: 0.1483 hartree/bohr
total energy: -142942.025 eV
highest occupied orbital energy (alpha / beta): 0.0654 / 0.0642 Eh
orbital gap (alpha / beta): 0.238 / 0.239 hartree

Structure (ORCA input):
```
! RIJCOSX wB97M-V def2-TZVPD def2/J DEFGRID3
* xyz -4 6
Mn 8.2961 -8.9197 -28.2117
I 9.6953 -7.9620 -30.4018
Cl 10.8369 -10.5954 -26.3803
O 10.1283 -9.4254 -26.4312
O 10.1197 -11.4342 -25.4021
O 10.7895 -11.2521 -27.7455
O 12.1938 -10.4071 -26.0514
Cl 4.7836 -8.0342 -29.9483
O 3.9657 -7.1251 -29.2713
O 5.5458 -7.1958 -30.8743
O 5.8742 -8.4521 -29.1852
O 4.0450 -9.0793 -30.7062
Cl 6.7599 -8.6358 -25.0296
O 7.2523 -9.3534 -23.9423
O 7.1545 -9.1329 -26.3010
O 5.3074 -8.6942 -25.0900
O 7.0469 -7.2562 -24.9996
Cl 6.9532 -12.2552 -30.1825
O 7.9115 -11.3954 -29.6127
O 7.4221 -13.5742 -30.1220
O 5.7282 -11.9966 -29.5061
O 6.9111 -11.8533 -31.6074
Cl 8.4683 -4.7610 -27.3686
O 8.0412 -4.2169 -28.6446
O 9.7762 -4.3238 -27.2835
O 7.9513 -4.2585 -26.1932
O 8.3649 -6.1835 -27.4922
*
```

5.
The following is a quantum chemistry calculation of a 5-piece molecular cluster, C44H80I2N3O7 overall at a distorted geometry, from the OMol25 dataset.

strongest force on any atom: 0.0615 hartree/bohr
total energy: -81918.696 eV
highest occupied orbital energy: -0.4002 Eh
orbital gap: 0.251 hartree

Structure (ORCA input):
```
! RIJCOSX wB97M-V def2-TZVPD def2/J DEFGRID3
* xyz 1 1
C 5.3519 1.8768 1.4591
C 5.1814 2.9370 0.6655
C 4.4932 4.1982 1.1971
O 4.4372 4.3194 2.3706
O 3.9625 5.0897 0.3114
C 2.5520 5.2885 0.4955
C 1.6582 4.3006 -0.3295
C 0.6590 3.5821 0.6507
C 1.3933 2.2962 1.2259
C 0.7027 1.0614 0.5744
C 1.4518 -0.3079 0.7925
C 1.1385 -1.1955 -0.4219
C 0.0566 -2.1312 -0.2770
N -0.6755 -2.2944 0.9180
C -0.1925 -2.8692 -1.4721
C -1.2895 -3.9193 -1.5801
I -2.8372 -3.3880 -2.9961
C -0.6739 -5.3934 -1.7713
C -1.1949 -6.3312 -0.6132
I -1.2526 -6.3650 -3.6156
C 0.6505 -2.5742 -2.5926
O 0.3767 -3.2641 -3.7439
C 0.0041 -2.3509 -4.8137
C 0.9886 -2.4153 -6.0361
C 2.4911 -2.4481 -5.6174
C 0.6425 -1.3807 -7.1495
C 1.2603 0.0482 -7.0053
C 2.7361 0.1610 -7.5513
C 1.1393 0.6864 -5.5951
N 1.6573 -1.7429 -2.6781
N 1.8295 -1.0918 -1.5382
C 2.9688 -0.1311 -1.5803
C 4.2660 -0.6853 -0.9065
C 5.0689 -1.6941 -1.7796
C 5.5714 -1.1100 -3.1481
C 4.3548 -3.0917 -1.9393
H 4.6158 1.7407 2.2684
H 6.1801 1.1646 1.3469
H 5.5142 2.8727 -0.3832
H 2.2707 5.1887 1.5604
H 2.2619 6.3154 0.1976
H 2.2385 3.5068 -0.8468
H 1.0356 4.8100 -1.0951
H 0.2695 4.2282 1.4539
H -0.2163 3.2541 0.0532
H 2.4705 2.3069 0.9866
H 1.1655 2.2811 2.3087
H -0.2876 0.9565 1.0733
H 0.4536 1.2360 -0.4980
H 2.5249 -0.2165 1.0222
H 0.9855 -0.7790 1.6807
H -0.8726 -3.2682 1.1278
H -1.5279 -1.7398 0.8483
H -1.7936 -3.9525 -0.5963
H 0.4281 -5.3826 -1.6577
H -0.4682 -7.1238 -0.3625
H -1.4078 -5.7683 0.3197
H -2.1544 -6.7829 -0.9325
H -0.9659 -2.7216 -5.2114
H -0.1855 -1.3228 -4.4600
H 0.7955 -3.4205 -6.4783
H 3.0810 -2.3858 -6.5604
H 2.7757 -3.4236 -5.1724
H 2.8111 -1.5935 -5.0013
H 0.9790 -1.8283 -8.1103
H -0.4618 -1.2690 -7.2551
H 0.6719 0.7058 -7.6856
H 2.8644 1.2326 -7.8220
H 2.8990 -0.4353 -8.4649
H 3.4621 -0.0412 -6.7424
H 0.0689 0.6136 -5.2954
H 1.8126 0.2574 -4.8304
H 1.3487 1.7792 -5.6190
H 2.6729 0.8684 -1.2052
H 3.2509 0.0567 -2.6372
H 4.0743 -1.1881 0.0634
H 4.9197 0.1964 -0.7390
H 5.9921 -1.9267 -1.2020
H 6.6746 -1.1485 -3.2312
H 5.2849 -0.0382 -3.1858
H 5.1814 -1.6720 -4.0219
H 3.5423 -3.2307 -1.1937
H 3.8502 -3.1080 -2.9313
H 5.0668 -3.9336 -1.9395
C -2.7994 5.9189 3.6864
C -4.0336 5.1876 3.1862
C -3.4801 4.4100 2.0035
O -2.1081 4.1182 2.3065
C -1.7096 4.8926 3.4505
H -2.8657 6.2337 4.7248
H -2.6182 6.8049 3.0706
H -4.3915 4.4961 3.9545
H -4.8561 5.8480 2.9132
H -3.5032 5.0098 1.0873
H -4.0202 3.4786 1.8225
H -1.6162 4.2116 4.3001
H -0.7356 5.3507 3.2624
C -0.2565 4.8651 8.1445
C -1.4050 5.3856 8.9917
C -2.0575 6.3873 8.0553
O -1.8400 5.9063 6.7195
C -0.8751 4.8454 6.7575
H 0.1135 3.8892 8.4583
H 0.5775 5.5720 8.1724
H -2.1003 4.5726 9.2119
H -1.0893 5.8296 9.9354
H -1.5905 7.3741 8.1385
H -3.1289 6.4942 8.2347
H -1.4044 3.9031 6.5729
H -0.1376 4.9911 5.9661
C -5.3233 2.3389 8.3539
C -5.2679 1.3306 9.4885
C -3.8598 1.5357 10.0213
O -3.5266 2.9115 9.7921
C -4.5073 3.4894 8.9177
H -6.3350 2.6323 8.0751
H -4.8298 1.9288 7.4679
H -6.0003 1.5949 10.2557
H -5.4586 0.3045 9.1752
H -3.1354 0.9183 9.4791
H -3.7774 1.3133 11.0860
H -5.1316 4.1653 9.5117
H -4.0078 4.0711 8.1401
C -2.8368 -8.3453 -7.5841
C -2.9080 -9.8622 -7.5258
C -3.1921 -10.1052 -6.0528
O -3.9431 -8.9766 -5.5869
C -3.9031 -7.9448 -6.5779
H -3.0138 -7.9340 -8.5775
H -1.8535 -8.0060 -7.2440
H -3.7450 -10.2180 -8.1322
H -2.0020 -10.3590 -7.8719
H -2.2646 -10.1571 -5.4720
H -3.7616 -11.0192 -5.8793
H -4.8909 -7.8894 -7.0473
H -3.6915 -6.9857 -6.0993
*
```

6.
The following is a quantum chemistry calculation of C26H44BFN6NiO4P as an isolated structure, from the OMol25 dataset.

strongest force on any atom: 0.0129 hartree/bohr
total energy: -98534.142 eV
highest occupied orbital energy (alpha / beta): -0.0707 / -0.0705 Eh
orbital gap (alpha / beta): 0.161 / 0.161 hartree

Structure (ORCA input):
```
! RIJCOSX wB97M-V def2-TZVPD def2/J DEFGRID3
* xyz -1 1
Ni 0.4551 0.5131 0.4255
N -0.6674 3.4054 -0.2899
C -1.9204 2.6619 -0.4126
C -1.8260 1.4979 -1.3705
O -2.6614 1.2068 -2.1940
O -0.7122 0.7231 -1.1983
H 0.0498 2.6880 -0.0715
H -0.7228 4.0073 0.5242
H -2.7284 3.2919 -0.7826
H -2.2551 2.1916 0.5311
C 3.6333 -1.7189 -0.8429
C 4.8873 -2.2499 -1.5911
N 6.0052 -1.3087 -1.4264
C 5.6350 -0.0415 -2.0651
C 4.2855 0.4759 -1.4881
N 3.8858 -0.3700 -0.3760
C 4.9458 -0.3921 0.6208
C 6.2063 -1.0668 0.0101
H 3.3947 -2.3319 0.0299
H 2.7371 -1.7068 -1.4730
H 4.7033 -2.3560 -2.6665
H 5.1981 -3.2296 -1.2187
H 5.5803 -0.2102 -3.1418
H 6.4465 0.6696 -1.8879
H 3.4821 0.4619 -2.2301
H 4.3611 1.5061 -1.1325
H 4.5813 -0.9211 1.5051
H 5.1469 0.6381 0.9226
H 6.4105 -2.0325 0.4801
H 7.0997 -0.4489 0.1330
C -1.6506 0.2413 5.2704
N -2.1382 -1.0025 4.6884
C -3.5902 -0.9160 4.5642
N -4.0715 0.2331 3.8050
C -3.5042 1.4406 4.4137
N -2.0491 1.4373 4.5383
C -1.3876 1.4801 3.2265
P -1.7977 0.0623 2.0901
C -1.5022 -1.2507 3.3906
C -3.6496 0.1300 2.3922
H -0.5608 0.2057 5.3231
H -2.0514 0.3177 6.2864
H -4.0090 -0.8521 5.5735
H -3.9606 -1.8296 4.0926
H -3.9275 1.5383 5.4181
H -3.8093 2.3072 3.8223
H -0.3045 1.4819 3.3667
H -1.6353 2.4225 2.7277
H -0.4241 -1.3308 3.5428
H -1.8465 -2.2151 3.0061
H -4.1016 -0.7632 1.9508
H -4.0654 0.9858 1.8491
C 0.8032 -3.1395 -3.5938
C -0.0957 -1.9190 -3.5376
C -1.5247 -2.2864 -3.9200
O -0.1460 -1.4449 -2.1735
B -0.2535 -0.0825 -2.2521
O -0.0008 0.4281 -3.4954
C 0.4402 -0.6719 -4.3175
C -0.1535 -0.4957 -5.7041
C 1.9553 -0.6092 -4.3798
H 0.3422 -3.9577 -3.0409
H 1.7772 -2.9360 -3.1513
H 0.9471 -3.4616 -4.6279
H -1.8948 -3.0189 -3.2028
H -1.5755 -2.7202 -4.9202
H -2.1758 -1.4120 -3.8813
H -1.2284 -0.3357 -5.6550
H 0.0469 -1.3736 -6.3226
H 0.3003 0.3704 -6.1862
H 2.3915 -0.7392 -3.3905
H 2.2507 0.3700 -4.7575
H 2.3573 -1.3765 -5.0440
F 4.2822 -0.3314 5.0871
C 3.4199 -0.1221 4.0393
C 2.7331 -1.1888 3.5038
C 1.8646 -0.9521 2.4379
C 1.6268 0.3202 1.8606
C 2.3852 1.3475 2.4711
C 3.2626 1.1514 3.5368
H 2.8798 -2.1828 3.9125
H 1.3415 -1.8157 2.0325
H 2.2844 2.3626 2.0978
H 3.8229 1.9713 3.9723
*
```